Entry from the Open Molecules 2025 dataset: 2 unconnected molecules or ions with the total composition C4H13NO3 (wB97M-V/def2-TZVPD).

Values from the calculation:
total charge: 0
SMILES string: OCCCNCO.O
E_tot: -11990.0523 eV
lowest unoccupied orbital energy: 0.6 eV
gap between HOMO and LUMO: 9.56 eV

Each line ends with the natural charge from an NBO analysis.
Positions of all 21 atoms, in Å:
C -0.647 -0.007 -0.654  -0.23
C 0.534 -0.804 -1.210  -0.46
C 1.607 -1.216 -0.222  -0.06
O 1.187 -2.208 0.717  -0.72
N -0.442 0.442 0.736  -0.69
C -1.513 0.112 1.609  0.10
O -2.708 0.843 1.330  -0.76
H -0.921 0.899 -1.204  0.19
H -1.569 -0.579 -0.576  0.19
H 1.086 -0.194 -1.932  0.20
H 0.205 -1.721 -1.703  0.22
H 2.452 -1.642 -0.770  0.18
H 2.053 -0.401 0.353  0.17
H 0.227 -2.278 0.681  0.46
H 0.413 0.868 1.061  0.40
H -1.725 -0.963 1.582  0.13
H -1.341 0.448 2.618  0.19
H -3.053 0.932 0.439  0.47
H 0.960 3.052 -0.613  0.47
H 1.430 1.820 -1.349  0.46
O 1.765 2.598 -0.893  -0.93

Forces on the atoms, in the same order (eV/Å):
C 0.25 0.90 1.83
C 0.58 0.30 -0.24
C 0.28 -0.51 0.63
O -0.16 -0.08 -0.22
N -0.39 -0.57 -0.16
C -0.09 0.90 -0.67
O -0.86 0.48 0.74
H 0.27 -0.35 -0.73
H 0.04 -0.38 -0.40
H -0.23 -0.15 -0.36
H -0.07 0.15 -0.24
H -0.13 -0.10 -0.17
H -0.30 0.34 -0.13
H 0.10 0.07 0.12
H -0.35 -0.09 -0.17
H -0.13 -0.07 0.01
H 0.58 -0.30 0.38
H 0.64 -0.57 -0.24
H 0.13 0.05 0.03
H 0.09 -0.04 -0.08
O -0.25 -0.02 0.08



Entry from the Open Molecules 2025 dataset: 3 unconnected molecules or ions with the total composition C4H13NO3 (wB97M-V/def2-TZVPD).

Values from the calculation:
total charge: 0
SMILES string: CC(C)NC=O.O.O
E_tot: -11991.7098 eV
lowest unoccupied orbital energy: 0.5 eV
gap between HOMO and LUMO: 10.36 eV

Each line ends with the natural charge from an NBO analysis.
Positions of all 21 atoms, in Å:
C -0.647 -1.259 -0.209  0.54
N -0.627 -0.333 0.762  -0.60
C -2.040 1.425 -0.214  -0.61
C -0.715 1.091 0.487  -0.05
C 0.490 1.750 -0.190  -0.62
O -0.616 -1.014 -1.402  -0.67
H -0.554 -2.257 0.207  0.10
H -0.446 -0.665 1.691  0.42
H -2.007 1.165 -1.272  0.22
H -2.148 2.511 -0.185  0.21
H -2.897 0.941 0.245  0.21
H -0.889 1.587 1.441  0.20
H 0.726 2.613 0.378  0.21
H 1.344 1.084 -0.186  0.22
H 0.272 2.075 -1.202  0.21
H 1.344 -1.354 -1.915  0.50
H 1.690 -2.691 -1.193  0.47
O 1.995 -1.787 -1.348  -0.97
H 2.048 -1.232 0.720  0.49
H 1.720 -2.294 1.705  0.46
O 1.957 -1.357 1.680  -0.95

Forces on the atoms, in the same order (eV/Å):
C 0.86 0.86 0.15
N -0.33 -0.08 -0.41
C 0.47 0.32 -0.82
C -1.33 0.51 0.24
C -0.39 -0.80 -0.12
O -0.61 -0.12 -0.21
H -0.23 -0.70 0.01
H 0.09 0.15 0.10
H -0.04 -0.22 0.03
H -0.23 -0.02 0.13
H -0.01 0.03 0.16
H 0.55 -0.36 0.40
H 0.49 0.91 0.45
H 0.20 -0.05 -0.08
H -0.02 -0.21 -0.20
H -0.28 -0.25 0.18
H -0.07 0.34 -0.38
O 0.66 -0.19 0.31
H 0.12 0.23 0.03
H 0.15 0.10 0.34
O -0.06 -0.47 -0.34



Entry from the Open Molecules 2025 dataset: 4 unconnected molecules or ions with the total composition C4H13NO3 (wB97M-V/def2-TZVPD).

Values from the calculation:
total charge: 0
SMILES string: C=C/C=C/N.O.O.O
E_tot: -11990.2576 eV
lowest unoccupied orbital energy: 0.8 eV
gap between HOMO and LUMO: 8.40 eV

Each line ends with the natural charge from an NBO analysis.
Positions of all 21 atoms, in Å:
N -0.958 1.717 1.498  -0.81
C -1.029 0.321 1.491  0.05
C -0.075 -0.417 0.961  -0.37
C -0.071 -1.888 0.889  -0.21
C 1.053 -2.516 0.530  -0.46
H -1.692 2.247 1.953  0.38
H -0.046 2.136 1.495  0.42
H -1.918 -0.065 1.969  0.19
H 0.899 -0.005 0.439  0.20
H -1.071 -2.365 0.993  0.21
H 1.226 -3.595 0.468  0.21
H 1.924 -1.812 0.371  0.19
H -0.382 -1.440 -1.281  0.49
H -1.285 -2.157 -2.247  0.48
O -1.131 -1.247 -1.922  -0.97
H 1.110 2.089 -0.847  0.50
H 2.224 2.395 0.144  0.46
O 1.315 2.638 -0.056  -0.98
H -0.059 2.071 -2.636  0.49
H -0.268 0.537 -2.149  0.52
O 0.233 1.357 -2.065  -0.98

Forces on the atoms, in the same order (eV/Å):
N -0.86 -0.65 0.53
C -0.28 2.48 0.32
C 2.76 -1.32 -1.56
C -0.85 0.43 -0.20
C 0.93 0.58 0.03
H 0.39 -0.40 -0.06
H 0.12 0.18 -0.44
H -0.07 -0.40 -0.22
H -2.22 -0.17 1.38
H 0.95 -0.03 0.29
H -0.28 0.50 -0.10
H -0.75 -1.25 0.15
H -1.19 0.47 -0.72
H -0.13 0.80 -0.10
O 1.35 -1.25 0.75
H -0.38 0.21 0.45
H 0.09 0.21 0.12
O 0.62 -0.18 -0.12
H -0.43 -0.48 -0.16
H -0.47 0.19 -0.41
O 0.69 0.09 0.07



Entry from the Open Molecules 2025 dataset: 3 unconnected molecules or ions with the total composition C4H13NO5 (wB97M-V/def2-TZVPD).

Values from the calculation:
total charge: +1
spin multiplicity: 2
E_tot: -16075.8675 eV
lowest unoccupied orbital energy (alpha / beta): -3.1 / -8.0 eV
gap between HOMO and LUMO (alpha / beta): 11.09 / 6.13 eV

Each line ends with the Löwdin spin population.
Positions of all 23 atoms, in Å:
O -2.120 1.516 0.208  0.06
C -1.919 0.345 -0.046  0.07
O -2.868 -0.513 -0.130  0.01
C -0.446 -0.282 -0.026  0.08
C 0.484 0.496 -0.977  0.05
C 1.100 -0.695 -1.856  0.02
O 2.409 -1.144 -1.636  0.01
N -0.176 -0.207 1.421  0.66
H -3.713 -0.089 -0.118  0.00
H -0.691 -1.470 -0.206  0.00
H -0.068 1.295 -1.472  0.00
H 1.280 1.057 -0.301  0.00
H 1.248 -0.175 -2.797  0.01
H 0.352 -1.595 -1.941  0.00
H 0.027 0.669 1.780  0.02
H -0.014 -1.200 1.808  0.01
H 2.697 -0.524 -0.890  0.00
H -0.382 3.200 1.083  0.00
H 0.299 4.401 0.323  0.00
O 0.524 3.555 0.903  0.00
H 0.622 -2.611 0.856  0.00
H 1.027 -3.180 2.310  0.00
O 0.328 -2.847 1.704  0.00

Forces on the atoms, in the same order (eV/Å):
O 1.10 -0.87 -0.70
C 0.13 2.78 1.51
O 0.64 -2.63 -0.76
C -2.62 -2.05 2.10
C 2.01 -1.29 2.19
C -1.21 0.84 -2.00
O 0.26 1.39 3.56
N -0.29 -3.28 -3.48
H -1.27 0.75 0.12
H 1.00 3.09 -0.01
H 0.14 -0.41 -0.40
H -1.32 -1.12 -1.54
H -0.99 -0.30 -0.82
H 1.45 1.79 -0.01
H 0.63 2.06 1.35
H -0.14 1.06 0.68
H 0.34 -1.56 -1.53
H 0.91 0.55 -0.23
H 0.83 -2.63 1.85
O -1.87 1.94 -1.68
H 1.56 -0.44 -1.73
H -0.35 0.28 -1.05
O -0.93 0.05 2.58



Entry from the Open Molecules 2025 dataset: 2 unconnected molecules or ions with the total composition C4H13NOS (wB97M-V/def2-TZVPD).

Values from the calculation:
total charge: 0
SMILES string: C[C@H](N)CCS.O
E_tot: -18731.3973 eV
lowest unoccupied orbital energy: 0.8 eV
gap between HOMO and LUMO: 9.55 eV

Each line ends with the natural charge from an NBO analysis.
Positions of all 20 atoms, in Å:
C -1.603 0.376 -1.776  -0.60
C -0.517 0.042 -0.764  -0.05
C -0.374 1.225 0.190  -0.42
C 0.628 1.101 1.306  -0.50
S 2.374 1.232 0.761  -0.07
N -0.783 -1.158 -0.015  -0.89
H -2.602 0.332 -1.337  0.20
H -1.458 1.395 -2.128  0.21
H -1.609 -0.329 -2.606  0.21
H 0.399 -0.010 -1.368  0.17
H -1.344 1.458 0.596  0.21
H -0.148 2.134 -0.385  0.20
H 0.572 0.115 1.774  0.22
H 0.412 1.799 2.112  0.22
H 2.096 1.260 -0.548  0.12
H -0.063 -1.599 0.523  0.39
H -1.698 -1.556 -0.079  0.38
H 2.386 -3.209 1.477  0.48
H 1.719 -1.970 0.791  0.47
O 1.613 -2.638 1.475  -0.95

Forces on the atoms, in the same order (eV/Å):
C -0.37 -0.36 0.21
C 0.12 0.44 0.30
C 0.18 1.08 -0.59
C 0.26 -0.88 0.44
S -0.14 0.12 -0.03
N -0.03 0.24 -0.76
H 0.02 0.04 0.21
H 0.03 -0.05 -0.24
H 0.13 0.08 -0.13
H 0.17 -0.39 0.23
H -0.60 -0.24 0.46
H 0.22 -0.10 -0.05
H -0.27 0.06 -0.02
H 0.27 0.32 -0.17
H 0.09 0.06 -0.01
H -0.47 -0.23 0.01
H 0.13 -0.27 0.14
H 0.05 0.22 -0.23
H 0.66 -0.10 -0.05
O -0.42 -0.04 0.27